[1]
89
Properties=species:S:1:pos:R:3 method="wB97M-V/def2-TZVPD" total_charge=-1 e_tot_ha=-2221.19161 multiplicity=1 orbital_gap_ev=8.87 lumo_ev=2.40
F 11.7375 -29.5669 16.9520
F 13.2883 -28.8569 18.4206
F 13.6674 -30.5585 16.9682
F 12.4158 -30.9814 18.5316
O 11.9090 -32.2793 23.2656
O 13.7086 -32.8868 20.0945
O 16.9349 -31.7973 14.3420
O 7.9393 -34.2722 17.2496
O 9.5026 -26.7663 20.3254
O 9.8007 -32.1098 18.1762
O 14.0594 -26.7893 22.5463
O 13.7236 -27.5412 13.3771
O 18.5824 -29.1207 21.3587
O 17.9140 -26.3369 17.4196
N 11.0441 -27.1215 18.9202
N 16.2957 -30.9999 16.3697
N 15.8247 -28.5691 20.8601
N 14.9807 -25.6604 15.0487
N 9.6823 -28.6684 19.2924
N 14.8117 -31.7231 15.0711
C 13.7247 -26.2789 15.4084
C 16.0868 -31.5724 15.2021
C 13.6978 -28.0340 21.8275
C 16.4994 -26.0446 17.2214
C 14.8069 -29.0506 21.7619
C 18.4928 -25.8754 18.7044
C 13.3868 -25.6636 22.0240
C 7.5966 -32.8904 17.4907
C 9.9922 -27.4355 19.4712
C 19.8056 -29.7004 21.5553
C 13.4309 -32.9446 21.5171
C 16.2506 -26.1185 15.6921
C 8.8410 -32.0527 17.1526
C 13.6269 -27.6761 14.8398
C 13.5034 -28.7250 12.7368
C 18.0123 -29.3761 20.0776
C 12.0650 -32.4329 21.8658
C 16.4925 -29.6495 20.2019
B 12.7631 -29.9358 17.7884
H 12.9293 -25.6608 14.9920
H 15.2218 -28.2674 20.1080
H 10.0290 -29.2595 18.5505
H 13.3074 -27.8340 20.8297
H 9.3680 -32.2141 16.2121
H 14.2850 -29.4100 13.0653
H 20.0392 -30.6143 21.0091
H 20.0755 -29.9061 22.5912
H 18.3086 -28.4490 19.5869
H 16.2590 -27.1530 15.3488
H 19.5792 -25.8678 18.7928
H 20.5828 -28.9624 21.3564
H 14.0461 -24.8185 22.2221
H 17.1049 -25.7051 15.1561
H 17.2537 -30.7853 16.6073
H 16.1781 -29.6959 19.1593
H 13.5995 -28.5902 11.6595
H 18.1470 -24.8474 18.8134
H 14.1866 -31.2390 15.6995
H 7.2212 -32.6379 18.4824
H 8.6307 -30.9847 17.0963
H 10.4652 -31.4445 17.9828
H 13.5473 -31.9885 19.7969
H 11.6065 -27.8448 18.4952
H 12.5110 -25.5712 22.6663
H 12.8848 -28.3688 15.2367
H 16.2224 -25.1646 17.8018
H 14.3872 -32.1324 14.2511
H 12.8484 -28.4488 22.3702
H 15.5494 -30.7892 17.0168
H 13.5670 -33.9976 21.7636
H 11.3196 -26.1797 19.1597
H 11.1653 -31.7087 23.4728
H 12.4747 -29.0621 12.8641
H 6.8723 -32.3463 16.8846
H 11.9997 -31.4515 21.3960
H 9.0631 -28.9988 20.0187
H 16.0335 -26.9572 17.5931
H 14.4193 -30.0488 21.5584
H 12.8913 -25.7072 21.0540
H 18.0378 -26.2797 19.6086
H 18.6408 -30.1030 19.5630
H 16.4859 -30.6326 20.6728
H 15.0117 -25.9405 14.0788
H 11.2259 -33.0051 21.4702
H 8.3068 -34.6689 18.0428
H 13.5921 -26.3483 16.4880
H 14.0904 -32.2482 22.0350
H 14.4738 -28.1908 15.2936
H 15.2243 -29.1867 22.7596

=====

[2]
204
Properties=species:S:1:pos:R:3 method="wB97M-V/def2-TZVPD" total_charge=-2 e_tot_ha=-4552.78533 multiplicity=1 orbital_gap_ev=3.58 lumo_ev=3.12
Cl -1.0962 -0.5625 -0.0763
O -1.2875 4.2261 1.2205
O -3.3765 -2.7655 -5.7887
O 0.2642 5.9613 -4.6829
O 2.7839 6.3305 6.1291
O -3.9792 0.1370 -2.1990
O 0.3339 1.9471 6.0695
O -0.8596 -7.9455 1.5944
O -0.0659 2.5105 -2.9373
O -4.7381 2.8459 3.3966
O -5.3307 -1.9933 6.4898
O -4.2058 2.0053 -1.1501
O -0.2190 -4.3927 -3.2114
O -1.2970 2.8217 -4.5437
O 2.8663 2.2917 -4.6198
O -4.6721 -1.9749 0.0825
O -4.2973 2.0163 -3.1846
O -4.8080 0.7613 -7.9840
O 9.8007 -3.8572 0.0236
O 4.4812 -2.6139 0.6925
O 3.0995 2.6039 1.1556
O 0.5823 -2.4941 4.1142
O -0.8678 0.8919 -3.7695
N 0.5152 -5.5011 -0.4849
N -2.3358 -2.2937 4.5138
N -3.3147 0.3844 -5.7879
N 2.1580 1.0383 -2.0756
N -4.4195 0.6863 1.3578
N 0.0142 4.9527 -1.6593
N 7.2578 -4.5360 -0.3734
N 3.4972 3.5086 7.2037
C 10.6171 -2.7429 0.4625
C -1.7449 -3.2367 3.6333
C 0.4910 -3.1189 -3.4940
C -0.3975 -2.6137 3.0430
C 0.8412 6.5223 -3.5181
C -5.6468 -0.1051 1.0856
C -4.0868 0.6609 2.8062
C -3.5543 1.9794 3.4038
C -0.1228 -7.4477 2.6729
C 3.1443 5.2129 5.3448
C 2.5929 1.1991 -0.7054
C -5.2597 0.6341 -9.3330
C -2.3936 -0.6387 -6.4318
C 0.0954 6.7273 -5.8828
C 1.8555 -1.9325 3.6953
C 6.4261 -3.3432 -0.1553
C 3.1388 -3.0465 0.2204
C 2.0721 3.0887 7.2749
C -5.7808 -1.2351 7.5251
C -1.5474 5.2240 0.2707
C -1.0514 -4.2082 -2.1131
C -5.2684 -0.3640 -7.2051
C -4.6670 -3.2851 -0.2929
C 8.0980 -4.6070 -1.5261
C -2.2663 -1.8804 -5.5436
C -4.6565 -0.1931 -5.8158
C -3.1922 -3.9180 -4.9811
C 3.3007 0.5524 -2.8861
C -4.0221 -1.6659 6.0175
C -0.1486 -6.7920 -0.4911
C 1.0984 5.3482 -2.5342
C -0.3752 -4.3120 -0.7452
C 5.3935 -3.7285 0.8684
C -5.5413 -1.5925 1.2778
C 3.2556 2.4682 -0.2239
C -0.5261 2.0358 -3.9678
C 2.5729 2.6167 -5.9449
C 1.7505 2.0467 6.1811
C -1.1382 -7.0176 0.6101
C 4.0034 4.1268 5.9484
C 1.5777 6.9602 5.6901
C -3.5777 -2.7053 5.0044
C 3.0612 0.9290 -4.3701
C -4.4447 4.2037 3.7281
C -0.2692 5.7425 -0.5342
C -0.1041 1.5742 4.7902
C -4.2781 1.3510 -2.1510
C -0.8899 3.0013 0.6011
C 3.8233 3.6700 1.7651
C 9.2596 -3.6409 -1.3216
Li -2.8692 0.5902 -3.8465
Li 0.0368 0.6305 -1.9996
Li -3.5658 -0.1835 -0.1469
H 4.8959 3.4995 1.6732
H -0.4589 -7.0724 -1.4977
H -2.3314 -1.6684 -4.4764
H 2.2849 0.2653 -4.7507
H 4.9788 4.4851 6.2774
H 2.2896 -1.4706 4.5821
H -5.1261 -1.2856 8.3951
H -2.2612 4.7023 -0.3669
H 2.3916 3.6857 -6.0566
H 2.2941 4.7644 4.8307
H 0.3016 0.5969 4.5283
H 3.2858 -0.5352 -2.9562
H -3.3033 -0.0786 2.9720
H 3.6159 5.6747 4.4774
H 0.8736 -5.7348 -1.3998
H -4.8357 -1.3038 -7.5481
H 0.4772 -8.3099 2.9640
H -6.3367 0.7946 -9.3814
H 6.0228 -3.0334 -1.1194
H 1.4746 7.9747 6.0749
H 3.2460 0.4114 -0.3298
H -1.6579 -3.3093 -2.2233
H -6.7581 -1.5973 7.8444
H -3.6886 4.6054 3.0535
H 1.7785 1.9940 -6.3563
H 0.4757 5.9084 0.2441
H 3.1128 -3.7299 -0.6283
H 1.0500 -2.7458 -2.6359
H -4.1319 -4.4703 -4.9821
H -5.4497 4.5768 3.5308
H 0.0167 -3.1866 2.2134
H 1.1348 6.8536 -6.1854
H 4.2778 0.9327 -2.5885
H -0.5737 -7.1534 3.6206
H 1.2431 -3.4382 -4.2154
H -6.4939 -2.1136 1.1819
H 10.1393 -1.7846 0.2589
H 7.7395 -4.8692 0.4495
H -5.3199 0.4900 -5.2853
H -4.9679 0.3890 3.3875
H 1.7000 7.1305 -3.8024
H -0.0543 3.1448 -0.0839
H -0.6151 -1.5826 2.7645
H -4.2788 -4.0045 0.4281
H -3.3263 -1.7015 6.8558
H 1.6038 -1.3265 2.8249
H -4.3913 -2.6324 4.2827
H -3.3512 1.2175 -6.3576
H 0.3084 7.3208 -3.0018
H 4.2783 2.1871 -0.4752
H 2.0524 5.5579 -2.0505
H -5.8445 0.0211 0.0211
H -4.7518 -1.0817 -5.1917
H -0.0260 -2.2564 -3.9147
H 3.4969 4.2376 7.9026
H -1.4163 -0.1700 -6.5473
H 4.0483 0.7726 -4.8052
H 1.8952 2.6032 8.2346
H 9.0383 -2.5745 -1.3647
H 0.2551 2.3091 4.0698
H -1.3875 -6.0404 1.0238
H 0.0910 -3.3633 -0.4795
H 2.1411 2.3945 5.2248
H -4.0638 -0.6347 5.6669
H -2.0062 -7.3865 0.0637
H 0.7059 -6.7747 2.4530
H -3.0695 -3.5827 -3.9512
H -6.5259 0.3029 1.5845
H -4.8666 1.3412 -10.0634
H -1.7367 -2.0297 5.2829
H 3.5469 4.5485 1.1820
H 0.6637 -7.5109 -0.3838
H -0.6305 2.1896 1.2807
H -1.3571 -2.4814 -5.5598
H 11.5558 -2.7521 -0.0915
H 8.5458 -5.5837 -1.7099
H -4.4240 1.6280 0.9926
H 2.1442 1.0806 6.4970
H 10.0718 -3.8197 -2.0262
H 4.9431 -4.7160 0.7676
H -2.3941 -4.5232 -5.4112
H -1.1409 -4.4523 0.0178
H -0.1189 3.9579 -1.5463
H -5.5197 -3.6522 -0.8640
H -3.9274 -3.4936 -1.0659
H 3.4892 2.5835 -6.5344
H 1.4402 6.9491 4.6088
H 1.3147 3.8628 7.3986
H 2.5421 -2.2542 -0.2318
H 1.3346 4.4487 -3.1027
H 2.5464 -3.5098 1.0094
H -6.3577 -0.3658 -7.2436
H -4.9574 -0.2666 -9.8673
H -3.1151 1.9292 4.4001
H -1.7538 2.6713 0.0241
H -0.5133 6.7320 -0.9208
H -1.4518 -4.1534 4.1450
H -5.0972 -1.9218 2.2172
H 3.7388 3.9736 2.8086
H 7.0206 -2.5089 0.2171
H -1.9999 6.0519 0.8165
H -2.3756 -3.5914 2.8181
H -0.4655 7.5785 -5.4968
H 5.7842 -3.5287 1.8662
H -1.7290 -5.0467 -1.9520
H -6.0374 -0.2094 7.2603
H -1.1567 1.3041 4.8752
H 10.7015 -2.7251 1.5491
H -3.6394 -3.6733 5.5016
H 1.8190 1.9168 -2.4410
H -2.8581 2.4842 2.7340
H 1.7262 1.0505 -0.0614
H 2.6339 -2.5249 3.2144
H -0.6225 6.2626 -6.5587
H 3.0815 3.2785 -0.9318
H -4.2104 4.3420 4.7836
H 4.2461 3.3025 5.2778
H 0.7129 6.5573 6.2174
H -2.5190 -0.7692 -7.5067
H 7.5571 -4.2934 -2.4189

=====

[3]
58
Properties=species:S:1:pos:R:3 method="wB97M-V/def2-TZVPD" total_charge=+1 e_tot_ha=-1553.76141 multiplicity=1 orbital_gap_ev=8.66 lumo_ev=-2.82
P -2.1082 0.5228 0.6338
F -2.9400 2.9312 0.9571
N -7.2525 4.2000 -0.4868
N -0.2957 -1.8862 0.5491
N 4.6550 -0.3171 1.0162
N 6.1100 -4.2817 0.1741
C 6.6173 -5.1140 -0.7321
C 6.6526 0.1744 -0.2093
C -0.6349 -3.1451 0.8383
C -8.1578 5.0396 -0.9862
C 5.7980 -0.7014 0.4451
C 3.9219 -4.8359 -0.6289
C 5.8400 -5.8404 -1.6236
C 6.3107 1.5140 -0.2769
C 4.3419 0.9760 0.9470
C 4.7855 -4.1585 0.2165
C -6.3029 4.7241 0.2838
C -3.7860 1.9586 -1.0784
C -8.1506 6.4049 -0.7379
C -6.2007 6.0703 0.5919
C -4.4407 0.6959 -1.6700
C -3.4384 1.7757 0.3813
C 4.4639 -5.6948 -1.5730
C 5.1276 1.9268 0.3163
C 0.9384 -1.4913 0.8789
C 0.2213 -4.0421 1.4545
C 1.4956 -3.6134 1.7916
C -7.1527 6.9308 0.0665
C 1.8654 -2.3093 1.5008
H -2.9046 2.2480 -1.6531
H 6.0466 -1.7540 0.5164
H 4.4012 -3.4692 0.9609
H 2.1960 -4.2849 2.2716
H -8.9260 4.5989 -1.6109
H -2.1900 -0.0444 1.9029
H -8.9134 7.0382 -1.1692
H -5.4012 6.4307 1.2242
H -5.3629 0.9580 -2.1847
H -4.6965 -0.0465 -0.9098
H -3.7984 0.2210 -2.4106
H -0.1063 -5.0519 1.6583
H -1.6356 -3.4520 0.5536
H 1.2083 -0.4705 0.6263
H -7.1170 7.9910 0.2799
H 4.8211 2.9637 0.2961
H 3.4149 1.2697 1.4305
H 2.8530 -4.6846 -0.5562
H 7.6976 -5.2028 -0.7467
H 6.3086 -6.4995 -2.3413
H -0.8894 1.1936 0.5652
H 7.5678 -0.1944 -0.6513
H 2.8525 -1.9255 1.7279
H 3.8260 -6.2397 -2.2568
H -2.1032 -0.4980 -0.3097
H -5.5876 4.0130 0.6879
H -4.3114 1.4610 0.9598
H -4.4890 2.7926 -1.1235
H 6.9549 2.2250 -0.7774

=====

[4]
9
Properties=species:S:1:pos:R:3 method="wB97M-V/def2-TZVPD" total_charge=-1 e_tot_ha=-1024.71986 multiplicity=1 orbital_gap_ev="6.35 / 6.28" de_lowest_kcal_mol=134.5 lumo_ev="2.83 / 2.82"
S 2.2730 0.5438 2.5333
S -0.3989 1.9091 -0.4219
O -0.8996 1.4412 -1.7497
O -1.1971 0.9566 0.6551
C 0.1151 0.4240 0.4360
C 0.0429 -1.0188 -0.2597
H -0.1443 -1.8410 0.4772
H 0.9888 -1.2940 -0.8004
H -0.7799 -1.1209 -0.8698

=====

[5]
58
Properties=species:S:1:pos:R:3 method="wB97M-V/def2-TZVPD" total_charge=+2 e_tot_ha=-1753.61131 multiplicity=7 orbital_gap_ev="6.80 / 8.09" lumo_ev="-7.89 / -6.62"
Tb 0.0575 0.0116 -0.7091
O -0.1193 -0.4420 1.3739
N 1.1418 -0.3111 3.2723
N -1.0507 0.4819 3.2304
C 0.6393 -1.3839 -2.6097
C 0.3202 3.1425 -1.9224
C 1.9378 -1.2535 -3.3305
C -0.6082 -0.7608 -2.9561
C 0.4091 -2.2356 -1.4765
C 1.4542 -3.0256 -0.7588
C -3.0236 -0.7319 -1.9717
C 1.5132 0.4351 4.4683
C 1.5155 2.2236 -1.6235
C 0.6082 4.2891 -2.9037
C -1.6031 -1.1923 -2.0208
C -2.3913 0.2616 2.7041
C -0.0077 -0.1001 2.6223
C -1.6950 -2.9144 -0.0993
C -0.9056 1.3061 4.4242
C 2.1034 -1.2892 2.7677
C -0.8743 0.0996 -4.1423
C 0.3069 0.9251 5.2431
C -0.9831 -2.1297 -1.1327
H -3.3641 -0.5222 -0.9429
H -3.1695 0.1783 -2.5683
H 1.3597 -4.0999 -0.9823
H 3.0645 -0.8367 2.4794
H -2.0843 -3.8708 -0.4796
H 2.2868 -2.0720 3.5202
H -1.0366 -3.1562 0.7369
H 0.6037 1.7836 5.8591
H 1.3790 -2.9278 0.3379
H -0.2880 4.9120 -3.0240
H -3.0806 0.9975 3.1237
H 2.7648 -1.5784 -2.6848
H -0.0419 3.5747 -0.9783
H -0.8427 2.3768 4.1709
H 2.4681 -2.7251 -1.0639
H 2.1334 -0.2206 -3.6556
H -1.8265 0.6314 -4.0131
H -0.9667 -0.4952 -5.0688
H 1.4071 4.9373 -2.5256
H -2.5620 -2.3644 0.2731
H 2.1666 1.2929 4.2284
H 0.9051 3.9170 -3.8929
H 0.0118 0.1426 5.9488
H 2.0803 -0.2511 5.1044
H -1.8062 1.1608 5.0280
H -3.7071 -1.4932 -2.3788
H 1.9708 -1.8847 -4.2349
H -0.5303 2.5556 -2.3167
H -2.4310 0.3309 1.6102
H -2.7687 -0.7381 2.9733
H 2.4820 2.7557 -1.6661
H -0.0770 0.8397 -4.3150
H 1.5897 1.4062 -2.3696
H 1.6736 -1.7858 1.8942
H 1.4911 1.8234 -0.5763

=====

[6]
8
Properties=species:S:1:pos:R:3 method="wB97M-V/def2-TZVPD" total_charge=0 e_tot_ha=-935.20173 multiplicity=1 orbital_gap_ev="7.16 / 7.16" lumo_ev="-1.32 / -1.32"
I -3.5598 -0.8962 0.0236
I -1.5363 2.0770 -0.1619
O 1.3770 -1.1294 -1.0457
O 0.9269 0.5875 0.3888
O -0.7367 -0.7945 -0.4101
C -1.6112 -0.1549 0.4772
C 0.5314 -0.5614 -0.4591
C 0.3855 1.6078 0.7960

=====

[7]
10
Properties=species:S:1:pos:R:3 method="wB97M-V/def2-TZVPD" total_charge=0 e_tot_ha=-383.63718 multiplicity=1 orbital_gap_ev=10.05 de_lowest_kcal_mol=51.6 lumo_ev=0.49
F 0.9381 1.1724 -1.3116
O 1.0348 0.7256 0.8924
O -2.0650 0.1999 0.0294
N 0.0498 -1.4573 0.0222
C -0.8981 0.2011 -0.1389
C 0.3147 1.1361 -0.1303
H 1.3698 -0.2184 0.9888
H 0.0913 -1.9241 -0.8542
H -0.0902 2.1223 -0.0204
H -0.7452 -1.9577 0.5226

=====

[8]
42
Properties=species:S:1:pos:R:3 method="wB97M-V/def2-TZVPD" total_charge=0 e_tot_ha=-11889.23548 multiplicity=6 orbital_gap_ev="6.43 / 6.05" de_lowest_kcal_mol=0.0 lumo_ev="0.22 / -2.30"
Ru -0.1207 -1.0261 -1.2832
Br -2.6003 2.0035 -7.1675
Br -0.1005 -0.0130 -6.2693
Br -4.3435 2.1193 -1.7186
Br -4.7335 3.0547 -4.8978
S -1.0904 -3.0761 -1.2684
O -1.9463 0.3183 -1.4852
O -0.2599 -0.5641 -3.3208
N 1.1405 0.5559 -0.8164
N -0.0123 -1.2986 0.6496
N -1.4778 -4.4654 0.9803
N -0.4572 -2.4334 1.2944
C 2.3300 -0.6271 3.2708
C -2.1281 0.6868 -2.6780
C 2.0738 1.7142 1.0819
C -2.3980 1.4596 -5.3841
C -0.9925 -3.2849 0.4936
C 1.4696 -0.7665 5.5091
C 1.3566 0.6159 0.5495
C -0.0453 -0.6106 3.6490
C 2.5467 -0.7324 4.6370
C 2.3347 2.5887 -1.1463
C -1.1990 0.2066 -3.6951
C 0.1738 -0.7038 5.0121
C 1.0336 -0.5604 2.7670
C -3.1902 1.5527 -3.0800
C -1.3634 0.6275 -5.0416
C -3.3246 1.9233 -4.3906
C 2.5555 2.6796 0.2443
C 1.6204 1.5188 -1.6181
C 0.7967 -0.4297 1.3178
H 2.7047 3.3379 -1.8296
H 3.5581 -0.7926 5.0173
H 3.1001 3.5208 0.6522
H 2.2180 1.7836 2.1498
H -0.6695 -0.7312 5.6898
H -1.6133 -4.5205 1.9755
H 1.4071 1.3888 -2.6723
H 3.1705 -0.6104 2.5879
H -1.0529 -0.5744 3.2577
H -2.1086 -4.9885 0.4009
H 1.6374 -0.8469 6.5753

=====

[9]
17
Properties=species:S:1:pos:R:3 method="wB97M-V/def2-TZVPD" total_charge=+1 e_tot_ha=-268.20969 multiplicity=1 orbital_gap_ev=9.51 de_lowest_kcal_mol=59.7 smiles="C/[NH+]=C/[C@@H](C)N" lumo_ev=-4.64
N -0.8869 -1.3627 0.3421
N 1.4332 -0.2314 -0.1993
C 0.4529 0.6306 -0.0202
C -1.0431 0.0640 0.2903
C -2.4780 0.5757 -0.4834
C 2.8350 0.0952 -0.0628
H -2.6037 1.6772 -0.3298
H -1.1670 -1.7114 1.2385
H 3.0965 1.2044 -0.0943
H -2.6041 0.1909 -1.4122
H 3.4685 -0.4830 -0.8617
H -1.3082 -1.8221 -0.3874
H 3.1797 -0.1596 0.9052
H -1.1660 0.5546 1.2639
H 0.7009 1.6989 0.1436
H -3.2361 0.2430 0.2181
H 1.3264 -1.1642 -0.5505